(1)
The following is a DFT calculation (wB97M-V/def2-TZVPD) of a molecular structure, C39H47MgN4O4S2Te at a distorted geometry.

Its charge is -2. The LUMO energy (spin up / spin down) comes out at 4.14 / 4.14 eV. For the HOMO energy (spin up / spin down), the calculation gives 0.014 / -0.076 hartree. The value obtained for the gap between HOMO and LUMO (spin up / spin down) is 0.13848 / 0.22798 Ha. Its spin multiplicity is 2. As for the calculated total energy: -89768.927 eV.

```
98
Properties=species:S:1:pos:R:3:forces:R:3
Te 1.822609 0.349964 -1.499120 0.6645 -0.8125 0.1256
S 0.235909 0.647164 -3.110220 -0.4526 0.3341 -0.2663
S -1.565291 3.056064 1.790680 0.2090 0.4000 -0.1380
Mg -0.873891 2.605364 -0.523020 -0.1532 1.1428 0.5654
O -2.225991 1.440264 -0.715320 -1.0430 -1.0389 -0.7004
O -4.496291 3.915464 -1.082420 0.0519 0.0939 0.2474
O -2.672891 4.737464 -2.057420 0.3242 0.1020 0.0898
O 0.267009 4.179864 -1.085120 -1.0396 1.2933 -0.0924
N 1.001009 2.114864 -0.688420 0.2996 -0.6000 0.1789
N -2.857191 0.643864 1.391980 -0.0122 -0.1444 0.6345
N -2.674691 1.381564 3.511280 0.0849 -0.0762 0.0235
N -4.665791 1.791764 -2.480020 0.2143 -0.1279 -0.0892
C -3.310991 -0.897936 -1.896820 0.1927 0.1203 0.0314
C 1.955609 -0.222036 2.845480 -0.0302 -0.0607 -0.0882
C 3.416009 3.130064 -2.277220 -0.2014 0.1548 -0.0887
C 1.725909 -2.766236 -3.080620 -0.1371 0.1834 -0.0572
C -3.594891 2.686364 -2.924920 0.0297 -0.0294 0.0090
C -0.370491 -1.921336 -0.286420 -0.1483 -0.1660 -0.0309
C 5.328209 4.313264 -1.424520 0.1263 0.1163 0.0544
C 2.093409 0.269464 1.552880 0.1569 0.2025 0.0840
C -4.947591 -2.654736 -1.704120 -0.1539 -0.2296 -0.1592
C 3.857309 -5.938736 -2.855420 -0.0428 0.1270 0.0415
C -2.784191 0.558464 0.053980 -0.5448 -0.3864 -0.3115
C 0.447209 -1.316936 0.806180 -0.0107 -0.1777 -0.2375
C 3.043809 1.409064 1.337280 0.0571 0.1698 0.1053
C -3.457191 -0.573036 -0.521020 0.1435 0.3153 -0.0243
C 4.044509 -1.689936 -0.303720 0.1584 -0.0561 0.1529
C 2.242609 -4.036536 -3.332720 0.1525 -0.1920 0.0486
C 2.259509 -1.939636 -2.073620 0.0520 0.0295 0.0423
C 0.570509 -2.351636 -3.939320 -0.0343 -0.0315 -0.1954
C 1.038709 -1.841536 4.525280 -0.0695 0.1052 -0.0702
C -3.480291 0.246564 3.883080 -0.1534 -0.2909 0.0214
C 0.332209 -1.794536 2.107080 0.1392 0.0654 0.1240
C 3.355509 -2.473736 -1.380520 0.1039 0.0283 0.1192
C -5.060591 -2.388036 -0.337420 -0.1124 -0.1987 -0.0416
C 3.301709 -4.557636 -2.611520 0.0851 -0.0205 0.0478
C 4.514609 4.947564 -0.493920 0.1498 0.0893 0.0346
C 1.358909 -0.310936 0.517980 -0.1600 0.0334 -0.2093
C 1.102609 -1.275736 3.134180 0.0721 -0.0948 -0.0214
C -2.386991 1.571864 2.168380 -0.2637 0.2143 -0.0173
C -4.044491 -1.908736 -2.465020 -0.1021 -0.1570 -0.0694
C -4.332291 -1.382736 0.245280 0.0165 -0.0199 0.2064
C 2.602509 3.741164 -1.325420 0.2825 0.2944 -0.1215
C -2.738791 -1.089136 3.839080 -0.1017 0.2504 0.0103
C -0.524091 1.839864 4.677980 -0.2715 -0.0378 -0.0571
C -2.014391 2.154164 4.529480 0.1991 0.3108 0.2281
C -3.497191 3.871364 -1.970020 -0.7021 -0.1826 -0.3498
C 1.189809 3.328464 -1.074120 1.8606 -0.4992 -0.0476
C 3.161409 4.665264 -0.448420 0.0299 0.0297 -0.0340
C 4.770909 3.413264 -2.319020 0.1354 0.0449 -0.1354
C 3.851509 -3.746336 -1.634120 0.0270 -0.2004 -0.0854
H 5.397209 2.936064 -3.063420 -0.0029 -0.0257 -0.0085
H -2.605791 2.214964 -2.988320 -0.1605 0.0574 -0.0317
H 2.518509 5.146764 0.276580 -0.0382 0.0201 0.0265
H -4.430491 -1.172136 1.299680 0.0036 0.0065 0.0532
H 1.977509 -1.664136 5.050080 0.0108 -0.0422 0.0641
H -0.333191 -2.244136 -3.344520 -0.1561 0.0930 0.0131
H -5.542891 -3.433336 -2.164120 0.0140 -0.0656 -0.0106
H -3.430091 -1.914236 4.001780 -0.0760 -0.1595 0.0534
H -2.593691 -0.338136 -2.482020 0.0891 0.0614 -0.0463
H 0.838909 -2.912436 4.505380 -0.0031 -0.0442 0.0273
H -5.009691 3.087664 -1.218520 -0.0282 0.2161 -0.1211
H 3.320109 -6.449736 -3.654920 -0.0095 -0.0081 -0.0148
H 2.543609 0.223364 3.641980 0.0438 -0.0018 0.0057
H -3.914991 -2.141336 -3.516720 0.0336 0.0193 -0.0303
H 3.602309 1.309364 0.405480 0.0553 0.0945 0.0139
H 0.169009 -2.748036 -0.753520 -0.0377 -0.0184 -0.0178
H 4.261609 -0.679836 -0.651420 0.1038 0.0604 0.1665
H -3.878691 0.424564 4.889980 0.0069 0.0367 -0.1038
H -1.961891 -1.123736 4.598380 0.1404 -0.0543 0.1215
H 2.477709 2.340264 1.276480 0.0882 -0.0147 -0.0280
H 4.981109 -2.168536 -0.013720 0.0550 0.0187 -0.0070
H -0.057391 2.517264 5.390980 0.0797 0.0917 0.1288
H -0.382491 0.817064 5.013480 0.0751 -0.1996 0.1001
H 3.779809 -6.543836 -1.948420 0.0140 -0.0576 -0.0450
H -0.363191 -2.596436 2.319280 -0.0859 -0.0977 -0.0433
H -1.319591 -2.291636 0.097380 -0.0939 0.0109 -0.0196
H 4.692109 -4.115736 -1.053220 0.0574 0.0200 0.0488
H -3.850991 3.092664 -3.909120 0.0601 0.0310 0.0831
H -2.287291 -1.189236 2.856980 0.0395 -0.0993 -0.0343
H 3.408209 -1.623636 0.577780 0.1431 0.0653 0.0591
H 3.753809 1.481564 2.164080 0.0114 -0.0415 -0.0157
H -5.734691 -2.988636 0.268680 0.0199 0.0705 -0.0046
H -4.312991 0.197764 3.177080 -0.0546 -0.0165 0.1335
H -4.296591 1.236964 -1.705920 -0.0267 -0.0400 -0.2371
H -2.122791 3.212164 4.267880 -0.0022 -0.0844 0.2379
H 0.756009 -1.382936 -4.395020 -0.0943 -0.0988 -0.0162
H 4.939509 5.666464 0.198480 0.0078 -0.0262 -0.0019
H 0.389509 -3.088536 -4.721520 -0.0325 -0.1626 -0.0403
H 2.975309 2.457364 -3.002420 0.0137 0.0080 0.0133
H -4.874491 1.119864 -3.212320 -0.0641 0.0723 0.1940
H -0.040791 1.958664 3.712380 0.1024 0.0110 -0.0212
H 4.915209 -5.889636 -3.128120 -0.0204 -0.0465 -0.0148
H 1.794809 -4.638036 -4.118620 -0.0422 -0.0014 -0.0207
H 0.241309 -1.362236 5.091680 -0.0697 -0.0079 0.1437
H -0.566391 -1.171736 -1.052020 -0.1875 -0.1216 -0.1127
H -2.527091 1.962564 5.480580 -0.0134 0.0891 -0.1337
H 6.389909 4.536564 -1.461020 -0.0469 -0.0374 0.0064
```
Positions in Å, forces in eV/Å.

Charge distribution, Löwdin scheme, values in e: number 1, Te, carries 1.374; number 2, S, carries 0.036; number 3, S, carries 0.696; number 4, Mg, carries 0.381; number 5, O, carries -0.189; number 6, O, carries 0.094; number 7, O, carries 0.099; number 8, O, carries -0.058; number 9, N, carries -0.301; number 10, N, carries 0.089; number 11, N, carries -0.157; number 12, N, carries 0.016; number 13, C, carries -0.088; number 14, C, carries -0.034; number 15, C, carries -0.082; number 16, C, carries -0.299; number 17, C, carries -0.162; number 18, C, carries -0.054; number 19, C, carries -0.123; number 20, C, carries -0.310; number 21, C, carries -0.151; number 22, C, carries -0.074; number 23, C, carries -0.446; number 24, C, carries -0.266; number 25, C, carries -0.071; number 26, C, carries -0.191; number 27, C, carries -0.093; number 28, C, carries -0.043; number 29, C, carries -0.235; number 30, C, carries -0.135; number 31, C, carries -0.060; number 32, C, carries -0.237; number 33, C, carries -0.018; number 34, C, carries -0.313; number 35, C, carries -0.137; number 36, C, carries -0.299; number 37, C, carries -0.105; number 38, C, carries -0.294; number 39, C, carries -0.278; number 40, C, carries -0.698; number 41, C, carries -0.126; number 42, C, carries -0.055; number 43, C, carries -0.152; number 44, C, carries -0.079; number 45, C, carries -0.095; number 46, C, carries -0.290; number 47, C, carries -0.554; number 48, C, carries -0.703; number 49, C, carries -0.035; number 50, C, carries -0.100; number 51, C, carries -0.049; number 52, H, carries 0.095; number 53, H, carries 0.097; number 54, H, carries 0.120; number 55, H, carries 0.081; number 56, H, carries 0.070; number 57, H, carries 0.054; number 58, H, carries 0.069; number 59, H, carries 0.066; number 60, H, carries 0.079; number 61, H, carries 0.074; number 62, H, carries 0.085; number 63, H, carries 0.062; number 64, H, carries 0.113; number 65, H, carries 0.090; number 66, H, carries 0.041; number 67, H, carries 0.083; number 68, H, carries 0.038; number 69, H, carries 0.104; number 70, H, carries 0.048; number 71, H, carries 0.076; number 72, H, carries 0.070; number 73, H, carries 0.065; number 74, H, carries 0.045; number 75, H, carries 0.069; number 76, H, carries 0.115; number 77, H, carries 0.084; number 78, H, carries 0.103; number 79, H, carries 0.125; number 80, H, carries 0.048; number 81, H, carries 0.068; number 82, H, carries 0.077; number 83, H, carries 0.084; number 84, H, carries 0.099; number 85, H, carries 0.048; number 86, H, carries 0.065; number 87, H, carries -0.018; number 88, H, carries 0.090; number 89, H, carries 0.061; number 90, H, carries 0.066; number 91, H, carries 0.082; number 92, H, carries 0.030; number 93, H, carries 0.068; number 94, H, carries 0.099; number 95, H, carries 0.045; number 96, H, carries 0.026; number 97, H, carries 0.105; number 98, H, carries 0.086

(2)
The following is a DFT calculation (wB97M-V/def2-TZVPD) of a gas-phase ion, C4H5N6 (charge -1) at a distorted geometry.

The energy relative to the best compared isomer or geometry (same formula, charge and spin) comes out at 198.4 kJ/mol. Its charge is -1. The LUMO energy comes out at 3.87 eV. For the HOMO energy, the calculation gives -0.108 hartree. The value obtained for the gap between HOMO and LUMO is 0.25077 Ha. As for the calculated total energy: -13167.505 eV.

```
15
Properties=species:S:1:pos:R:3:forces:R:3
N 0.238142 2.539396 -1.360664 -0.2757 -0.3247 -1.4523
N 0.182484 0.617366 1.448135 -0.1629 -1.7791 1.4738
N 0.221755 1.617900 0.586873 -0.0423 -0.1822 -1.5040
N 0.417023 3.439149 -0.398661 0.0635 0.8926 -0.9592
N -0.374427 -1.074875 -1.743901 -3.1370 1.3675 -1.1662
N 0.417937 2.921569 0.764296 0.0992 -0.2331 1.9711
C -0.157580 -1.870661 1.391740 0.3119 -1.0010 0.8380
C -0.038081 -0.540864 0.707610 0.1082 1.6795 0.8778
C -0.114887 -0.304138 -0.615001 0.7913 5.0828 -2.0531
C 0.102389 1.373225 -0.741515 -0.2238 -4.6875 2.3170
H -0.997869 -2.512850 0.976524 0.2010 1.2315 0.9550
H 0.661894 -2.575106 1.064505 -0.1102 0.9793 0.7763
H -0.141353 -1.689298 2.566119 -0.2405 -0.7197 -2.5872
H 0.371708 -1.516339 -2.171458 2.0496 -0.8906 -0.7304
H -0.789135 -0.424473 -2.474601 0.5679 -1.4153 1.2434
```
Positions in Å, forces in eV/Å.

Charge distribution, natural (NBO) scheme, values in e: number 1, N, carries -0.408; number 2, N, carries -0.419; number 3, N, carries -0.027; number 4, N, carries -0.122; number 5, N, carries -0.842; number 6, N, carries -0.147; number 7, C, carries -0.640; number 8, C, carries 0.066; number 9, C, carries 0.000; number 10, C, carries 0.189; number 11, H, carries 0.213; number 12, H, carries 0.201; number 13, H, carries 0.230; number 14, H, carries 0.344; number 15, H, carries 0.362

(3)
The following is a DFT calculation (wB97M-V/def2-TZVPD) of 2 unconnected molecules or ions with the total composition C6H12F3N4O2 at a distorted geometry.

The energy relative to the best compared isomer or geometry (same formula, charge and spin) comes out at 0.0 kJ/mol. Its charge is +1. The LUMO energy (spin up / spin down) comes out at -4.00 / -4.00 eV. For the HOMO energy (spin up / spin down), the calculation gives -0.450 / -0.450 hartree. The value obtained for the gap between HOMO and LUMO (spin up / spin down) is 0.30291 / 0.30294 Ha. As for the calculated total energy: -24615.513 eV.

```
27
Properties=species:S:1:pos:R:3:forces:R:3
F 0.259569 0.819206 0.910548 -1.0788 0.8932 -0.2828
F -3.265912 -1.096593 1.541161 0.1941 0.0895 -0.4245
F 1.533508 0.855801 -0.757525 -0.6842 -0.5696 -0.9532
O -3.928624 0.827451 -0.117032 -0.0229 0.0730 -0.9273
O 1.080286 -1.652004 -0.242925 0.7365 -0.0650 0.1622
N -0.691022 1.276484 -2.627061 -0.0323 0.4564 1.5803
N -0.768048 -2.296994 1.383866 -1.1660 0.3753 0.1773
N 2.679000 -0.797166 1.788726 -0.3994 -2.0075 0.0111
N -0.760211 2.698498 -0.776809 -1.7324 0.6131 -1.7185
C -0.607535 1.447071 -1.258657 -1.2169 2.1890 -0.8658
C -2.706640 0.308696 -0.341344 -0.0001 0.4984 -0.2728
C -0.099731 -0.997652 -0.509729 0.5061 2.2317 0.9308
C 0.219466 0.547515 -0.434394 1.8370 -1.6286 1.8301
C -2.415744 -0.682193 0.544594 1.1243 -1.6081 1.2828
C -1.155989 -1.335496 0.555982 0.2515 0.2279 -0.4619
H 3.306879 -0.320423 1.179447 0.6677 0.8041 0.0458
H -1.455403 -2.743144 1.945414 -0.7942 0.0547 0.6425
H 1.629105 -1.218601 0.555698 -1.2136 -0.4459 -1.0559
H -4.303477 1.274495 -0.906517 0.6513 -0.1361 0.6638
H -0.604945 -1.080138 -1.472291 0.5972 -1.1260 -0.3417
H 2.635565 -0.446414 2.732892 0.0211 0.6717 -0.1163
H -0.736068 3.012316 0.156732 0.5441 -0.8631 1.6416
H 0.077815 0.822988 -3.082564 0.2510 -0.6373 0.0162
H -0.947839 2.114664 -3.132643 -0.1104 -0.0740 0.0911
H 3.067668 -1.740698 1.902097 -0.0086 0.3567 -0.1279
H -1.451216 3.335700 -1.208873 0.8398 -0.7526 -0.4676
H 0.158018 -2.640048 1.586683 0.2382 0.3790 -1.0597
```
Positions in Å, forces in eV/Å.

Charge distribution, natural (NBO) scheme, values in e: number 1, F, carries -0.329; number 2, F, carries -0.332; number 3, F, carries -0.325; number 4, O, carries -0.657; number 5, O, carries -0.747; number 6, N, carries -0.761; number 7, N, carries -0.694; number 8, N, carries -1.077; number 9, N, carries -0.733; number 10, C, carries 0.515; number 11, C, carries 0.144; number 12, C, carries 0.021; number 13, C, carries 0.605; number 14, C, carries 0.087; number 15, C, carries 0.337; number 16, H, carries 0.394; number 17, H, carries 0.420; number 18, H, carries 0.508; number 19, H, carries 0.502; number 20, H, carries 0.230; number 21, H, carries 0.400; number 22, H, carries 0.432; number 23, H, carries 0.424; number 24, H, carries 0.406; number 25, H, carries 0.382; number 26, H, carries 0.410; number 27, H, carries 0.438